Molecular formula: C66H159N5O18
Method: DFT, wB97M-V/def2-TZVPD

Structure (XYZ):
```
248
Properties=species:S:1:pos:R:3:forces:R:3
C -0.7811 -6.7980 -2.0873 -0.6101 -0.0598 0.4965
C -0.5804 -7.4948 -0.7297 2.1920 -0.0751 -1.3908
N -0.1117 -6.5786 0.3145 -0.6615 -0.3869 1.0855
C 1.1776 -5.8561 0.1089 -0.7040 -1.2075 -1.7175
C 2.3179 -6.8005 -0.3223 0.1281 -0.2824 0.9926
C -1.1512 -5.6358 0.6488 -0.3477 0.7499 1.1799
C -1.0294 -5.0795 2.0800 0.3475 -0.9809 0.0020
H 0.0601 -6.1724 -2.3859 -0.0121 -0.0756 0.0753
H -1.6668 -6.1835 -1.9259 0.0030 0.3901 -0.4945
H -1.0112 -7.4910 -2.8965 0.0748 -0.1165 0.0575
H -1.4674 -8.1022 -0.5497 -0.1724 0.5343 0.9244
H 0.2086 -8.2394 -0.8350 0.0919 -0.1559 -0.0791
H 0.9349 -5.1751 -0.7068 0.5606 0.6872 -0.1788
H 1.4432 -5.2608 0.9826 -0.1251 -0.2999 0.1119
H 3.3188 -6.3732 -0.2616 -0.2156 0.5299 -0.2209
H 2.3815 -7.6005 0.4153 -0.1953 -0.2509 0.0745
H 2.2333 -7.2917 -1.2917 -0.3495 0.3337 -0.0747
H -2.1375 -6.0993 0.6245 0.0685 -0.3592 -0.3183
H -1.1876 -4.7897 -0.0374 -0.0061 0.2986 -0.4358
H -0.8008 -5.9403 2.7085 0.0907 -0.1089 0.1602
H -1.9825 -4.7124 2.4606 0.1563 0.5171 -0.2047
H -0.1960 -4.3890 2.2094 -0.3215 0.3499 -0.0305
C 5.3694 -0.1678 -8.0147 -0.9015 -1.7297 -1.2255
C 4.7644 -1.0289 -6.8609 0.9743 2.1814 0.2019
N 4.4893 -0.1135 -5.7412 -1.7914 -0.9996 0.8553
C 3.8149 -0.9485 -4.7019 0.9133 1.4763 -0.4418
C 3.3272 -0.0777 -3.5627 -0.5781 -0.7271 0.4921
C 5.6041 0.6669 -5.2289 1.8359 -1.2609 -1.1180
C 6.7991 -0.2383 -4.8024 -0.5314 0.0592 0.6092
H 5.1270 -0.6840 -8.9436 -0.1380 -0.3275 -0.2382
H 6.4482 -0.0844 -8.1458 0.0273 0.3196 0.8997
H 4.8251 0.7644 -8.1656 0.3101 0.2044 0.6160
H 3.8225 -1.5120 -7.1205 -0.0874 0.3741 -0.3496
H 5.3844 -1.8502 -6.5014 0.5886 -0.1895 -0.3554
H 2.9912 -1.4776 -5.1811 -0.2537 0.2522 -0.0236
H 4.4861 -1.7455 -4.3820 0.2387 -0.1729 0.4231
H 2.6410 0.6795 -3.9421 -0.0147 0.0365 0.0309
H 2.8014 -0.7306 -2.8660 -0.4067 0.1160 0.1240
H 4.0644 0.4143 -2.9282 0.3976 -0.0185 -0.4091
H 5.3745 1.4102 -4.4655 -0.4908 -0.3599 0.0118
H 6.0199 1.2209 -6.0705 -0.3169 0.3477 -0.1003
H 7.1124 -0.9381 -5.5771 0.0723 0.3855 -0.3305
H 6.5130 -0.9037 -3.9878 0.0453 0.1780 0.3592
H 7.6477 0.3675 -4.4847 0.0466 -0.0828 -0.0114
C 3.0181 7.6284 -2.8644 -0.4306 0.0846 0.5496
C 2.0614 6.4561 -2.9964 1.2506 -0.4738 0.6562
N 2.7339 5.2017 -2.5937 -0.7146 -1.5977 -0.2350
C 1.8679 4.0629 -2.9494 -0.9978 0.4031 -0.1722
C 1.8099 3.6939 -4.4459 0.7350 -0.3609 0.7303
C 3.0980 5.0838 -1.1745 1.2916 0.2887 -0.1814
C 3.8788 3.8079 -0.7949 -0.0692 -0.3787 -0.7993
H 2.5168 8.5027 -3.2795 0.3893 0.2037 -0.1373
H 3.9952 7.4293 -3.3045 -0.2046 0.0638 -0.3389
H 3.1962 7.8306 -1.8082 0.0042 0.1658 0.0307
H 1.1822 6.6144 -2.3718 -0.3814 0.1177 0.0777
H 1.7377 6.3849 -4.0348 0.0029 -0.3085 0.0467
H 1.9756 3.2214 -2.2650 1.0742 -0.3082 -0.5006
H 0.8559 4.3077 -2.6266 -0.7260 0.4738 -0.2553
H 1.1992 2.7998 -4.5707 -0.4178 0.2001 -0.0726
H 1.4584 4.5153 -5.0703 -0.2185 -0.1473 0.1032
H 2.7851 3.3872 -4.8239 0.2567 0.1790 0.0913
H 2.3097 5.0860 -0.4218 -0.7959 0.7085 -0.2343
H 3.7745 5.9278 -1.0399 -0.1484 0.0591 0.5989
H 4.5980 3.9807 0.0057 -0.0320 0.1619 -0.0567
H 4.3912 3.3849 -1.6590 0.3448 0.2351 -0.0867
H 3.2288 2.9926 -0.4772 -0.2177 0.1372 0.2169
C 6.0400 -2.9284 4.5672 0.0120 -0.1947 -0.7073
C 4.7366 -3.6461 4.9558 -0.7170 -0.0002 -0.0065
N 3.6243 -3.5760 3.9840 -1.6238 0.5349 0.9536
C 3.9630 -3.8884 2.6414 0.4234 -0.3668 -0.9246
C 4.4120 -5.3173 2.3340 0.0909 -0.0090 -0.2178
C 2.4011 -4.3296 4.4285 1.2324 0.3000 0.6376
C 1.7728 -3.8607 5.7351 0.3720 0.2659 0.0583
H 6.8496 -2.9252 5.2971 -0.4110 -0.4334 0.4913
H 5.9486 -1.8728 4.3114 -0.5921 -0.0056 -0.0042
H 6.4688 -3.4197 3.6938 0.0767 -0.0167 -0.1307
H 4.8741 -4.7153 5.1171 0.7529 -0.2939 0.3817
H 4.3336 -3.2443 5.8854 0.1898 0.1020 0.0660
H 4.7756 -3.2161 2.3661 -0.0149 0.0390 -0.3054
H 3.1305 -3.6839 1.9681 -0.2459 0.3635 0.1437
H 3.6650 -6.0902 2.5154 -0.0678 0.0826 0.5134
H 5.3362 -5.5204 2.8749 0.0062 -0.3908 -0.1219
H 4.5678 -5.4064 1.2589 0.4629 0.1547 -0.0217
H 1.6203 -4.3230 3.6679 0.3005 0.3088 -0.3232
H 2.6453 -5.3780 4.5994 0.2012 -0.4622 -0.1948
H 2.3952 -3.9934 6.6200 0.2975 -0.2261 -0.1234
H 1.5632 -2.7913 5.7095 -0.4814 -0.0277 -0.1178
H 0.8964 -4.4849 5.9096 -0.2779 0.3702 -0.0048
C -0.9996 -1.2916 0.6517 0.9980 -0.1638 -0.7674
C -0.0103 -1.5315 -0.5697 -0.0145 0.6883 0.8499
N 1.2139 -0.6957 -0.5162 -0.7648 -0.7040 -0.3649
C 2.0650 -1.0541 0.6158 0.5988 -0.0535 -1.1709
C 3.5267 -0.5495 0.4391 -1.1301 0.3854 0.7342
C 0.9751 0.7421 -0.7114 0.6102 -1.0986 0.9610
C 0.0991 1.0987 -1.8891 0.7617 -0.1981 0.0585
H -0.4990 -1.6207 1.5623 0.0250 -0.2174 0.0314
H -1.9504 -1.8194 0.5779 0.0809 0.0799 -0.2029
H -1.1827 -0.2328 0.8348 -0.1457 0.0674 -0.3046
H 0.2852 -2.5807 -0.5748 0.2184 -0.1049 0.1840
H -0.4013 -1.3779 -1.5755 -0.6637 0.1234 0.2776
H 1.6194 -0.7394 1.5594 0.2018 0.1621 0.4257
H 2.0936 -2.1437 0.6004 -0.0691 -0.1281 0.2118
H 3.5377 0.4956 0.7484 0.3121 0.1830 -0.1513
H 4.1887 -1.0741 1.1281 0.0622 -0.1200 -0.1394
H 3.8689 -0.6168 -0.5936 -0.0604 -0.2007 0.0815
H 1.9912 1.1366 -0.7046 -0.0717 0.5359 -0.6933
H 0.5190 1.2134 0.1593 -0.2837 -0.0183 0.4282
H 0.0728 2.1877 -1.8507 -0.6559 -0.0402 -0.4038
H -0.8660 0.6014 -1.7925 -0.2613 0.5610 0.1441
H 0.5155 0.7471 -2.8331 0.2063 0.1259 -0.1226
C -2.3819 -1.6801 4.3166 0.2499 0.3406 -0.3846
O -2.0597 -0.3854 3.7413 0.5270 -1.4461 0.5496
C -3.1652 0.3586 3.3469 -0.7408 1.9594 0.2833
C -3.6179 1.3337 4.4907 0.2978 -1.8910 -0.5250
O -4.5621 0.6328 5.2891 0.0040 0.7640 0.6735
C -4.8074 1.2742 6.5554 -0.9067 -2.3514 -0.4262
C -6.0342 0.5639 7.2518 1.1239 0.1535 0.5269
O -5.7406 -0.7746 7.7532 0.4611 0.4002 -0.4035
C -6.6247 -1.3941 8.6989 -0.6489 1.0514 -0.6540
H -2.6748 -2.3914 3.5444 -0.4761 0.1588 -0.2971
H -3.1377 -1.6243 5.1000 -0.1125 0.1897 -0.1146
H -1.4944 -2.1540 4.7360 0.3155 0.6014 0.0995
H -3.9381 -0.2576 2.8875 -0.3913 -0.1038 0.4140
H -2.9034 1.0796 2.5725 0.7431 -0.2885 -0.3268
H -3.9590 2.3140 4.1578 -0.5278 -0.0221 -0.3073
H -2.6657 1.5271 4.9846 0.0348 0.0180 0.5764
H -5.0593 2.3170 6.3625 -0.0134 0.1851 0.3488
H -3.9251 1.1351 7.1801 0.1052 0.3807 0.1642
H -6.8676 0.5998 6.5502 -0.1661 -0.4019 0.0130
H -6.2452 1.2209 8.0956 -0.3336 0.0173 0.2337
H -7.6341 -1.0294 8.5087 -0.2888 -0.1616 -0.0295
H -6.4365 -1.1798 9.7509 0.5645 0.3679 0.0268
H -6.6332 -2.4800 8.6048 0.3285 0.1102 -0.4412
C 0.4671 2.4959 4.6502 -0.1031 0.0030 -0.5346
O -0.5248 3.0934 3.8169 0.3764 -0.4550 -0.3988
C -0.2596 2.9463 2.4222 0.1696 0.4036 0.0789
C -1.3459 3.6920 1.7143 -0.7286 0.4013 -0.7101
O -1.2039 3.4962 0.2980 -0.2374 0.0590 0.1811
C -2.3092 3.9305 -0.5065 0.4305 -0.2830 0.3459
C -2.4265 5.4448 -0.7293 0.0072 -0.3810 0.6534
O -2.7058 6.0796 0.5278 -0.6698 0.4249 0.0934
C -2.9399 7.5168 0.5348 0.5612 -1.7282 -0.4997
H 0.0642 2.3476 5.6521 -0.0597 0.3758 -0.0348
H 1.3669 3.1111 4.6486 0.1009 -0.0032 0.2481
H 0.7378 1.5035 4.2898 0.0109 -0.1808 -0.2168
H -0.1620 1.9139 2.0865 -0.4971 -0.4326 0.3261
H 0.6614 3.3985 2.0544 0.6185 0.2821 0.6103
H -1.3197 4.7572 1.9444 0.2768 0.0212 0.0761
H -2.3191 3.3699 2.0846 -0.3294 -0.3522 -0.1997
H -3.2213 3.4727 -0.1238 -0.4385 0.5358 0.6639
H -2.2679 3.3798 -1.4463 0.7161 0.5369 -0.2477
H -3.2103 5.5585 -1.4782 -0.2767 0.3639 0.0091
H -1.5088 5.8660 -1.1398 0.2217 -0.1131 -0.1635
H -3.8004 7.7715 -0.0839 -0.0252 0.0812 -0.0979
H -2.0299 7.9808 0.1542 -0.0668 0.4344 -0.0119
H -3.1264 7.8036 1.5697 0.0886 -0.0841 -0.1138
C -3.7429 0.7537 -0.2743 -0.8218 0.3675 -1.5047
O -3.8598 -0.6233 -0.5588 0.3556 -0.9104 0.3204
C -4.7022 -1.0010 -1.6608 0.1347 0.6878 1.1550
C -4.7681 -2.4754 -1.9700 -0.0521 -0.2173 -0.5438
O -5.2062 -3.4420 -1.0642 0.9281 -0.1136 1.9645
C -4.4041 -3.5225 0.1512 -1.3282 -0.0581 -0.0309
C -4.9587 -4.6188 1.0483 0.5607 0.6524 0.5393
O -6.2169 -4.3271 1.6062 -1.1227 -0.4922 -0.2952
C -7.2986 -4.8101 0.8418 -0.8892 -0.0411 -0.4750
H -2.9499 1.0240 0.4230 -0.1531 -0.6373 0.0726
H -4.7060 1.1750 0.0136 -0.2170 -0.0539 0.6759
H -3.5474 1.3062 -1.1933 0.4461 0.0850 -0.3869
H -4.2799 -0.5886 -2.5772 -0.3131 0.4060 -0.1904
H -5.7219 -0.6658 -1.4714 -0.1690 0.5016 0.0156
H -3.7964 -2.7219 -2.3979 0.1839 -0.5025 -0.1603
H -5.5712 -2.5652 -2.7014 0.5242 0.2946 -0.7218
H -4.4958 -2.5833 0.6967 0.1937 0.1133 -0.1077
H -3.3539 -3.7356 -0.0483 0.1696 0.0474 -0.3261
H -4.3800 -4.6366 1.9718 0.8050 -0.1821 -0.2929
H -4.8728 -5.5833 0.5477 -0.4271 -0.2567 0.0065
H -7.3900 -4.2565 -0.0927 0.1432 -0.2373 -0.2112
H -8.2769 -4.7483 1.3184 0.2650 0.8246 0.7754
H -7.2982 -5.8873 0.6754 0.8547 -0.2417 -0.3727
C 4.7073 3.0570 3.5812 0.0145 -0.3129 0.0868
O 3.9571 2.1721 4.4234 1.0334 0.7421 -0.5850
C 4.0823 0.8128 4.0584 -1.6303 -0.5516 0.9535
C 3.4600 -0.0014 5.2190 0.5597 -0.2680 0.3357
O 4.4549 -0.2408 6.1822 1.1813 -0.6207 1.4493
C 4.0199 -0.6233 7.5239 0.4915 1.0504 -1.6112
C 5.1968 -0.8734 8.4442 0.2015 0.7628 0.3131
O 5.7345 0.4059 8.7799 -0.0946 0.8300 -0.4548
C 6.9110 0.4275 9.5644 -0.6267 -0.8941 0.4007
H 5.7840 2.8894 3.6073 0.2126 -0.3141 0.4748
H 4.5479 4.0903 3.8893 -0.3043 -0.1807 0.0847
H 4.4710 2.9440 2.5231 -0.5444 -0.0111 -0.1469
H 5.0960 0.4802 3.8348 0.2283 0.1568 0.2272
H 3.4557 0.6065 3.1908 -0.0018 0.0624 -0.4264
H 3.0866 -0.9823 4.9247 -0.2136 -0.0184 -0.6581
H 2.6466 0.5401 5.7020 -0.2617 0.3982 -0.3133
H 3.3426 -1.4768 7.4924 -0.0585 -0.1607 -0.0497
H 3.5174 0.2701 7.8945 -0.4014 -0.1715 0.4072
H 5.9684 -1.5397 8.0587 0.0893 0.0234 -0.4866
H 4.8121 -1.3674 9.3365 -0.1595 -0.0409 0.3408
H 7.6228 -0.2492 9.0917 0.3787 -0.0971 0.4694
H 6.6251 0.1654 10.5830 0.2852 -0.8652 0.2326
H 7.3780 1.3921 9.7632 -0.4220 0.4291 -1.1030
C -6.5929 -0.3967 -4.5450 1.3133 0.2910 0.0526
O -5.2823 -0.9569 -4.7882 -0.8449 -0.0472 0.6661
C -4.7798 -0.5331 -6.0313 1.2782 -0.4600 0.1187
C -3.3753 -1.1507 -6.3158 -0.5994 -0.0117 0.9221
O -2.4515 -0.5442 -5.4144 0.4144 0.1470 0.4753
C -1.0740 -0.9656 -5.5193 -0.4805 0.1540 0.2157
C -0.6907 -2.1790 -4.6452 -0.8744 1.1269 -1.2963
O -1.1987 -3.3015 -5.3193 0.3740 -0.2623 -0.2035
C -1.4451 -4.3826 -4.4800 -0.4915 -0.7498 0.6083
H -6.5299 0.6886 -4.4665 0.1346 0.3728 -0.4878
H -6.9284 -0.6453 -3.5382 -0.0951 -0.8074 -0.3122
H -7.2558 -0.6636 -5.3681 -0.3307 -0.1478 0.2803
H -4.6370 0.5461 -5.9752 -0.1461 0.3077 -0.4293
H -5.4971 -0.8258 -6.7980 0.0865 0.1646 -0.4302
H -3.0868 -0.9920 -7.3549 0.0011 0.3370 -0.2069
H -3.3682 -2.2298 -6.1618 -0.2631 -0.1208 0.0750
H -0.4161 -0.1612 -5.1904 -0.3504 0.4698 0.0645
H -0.9224 -1.0745 -6.5932 0.6145 -0.6343 0.0016
H -1.1215 -2.0352 -3.6543 -0.3588 -0.0991 0.1336
H 0.3894 -2.1896 -4.4995 0.3178 -0.2918 -0.2040
H -2.3495 -4.2054 -3.8981 -0.1453 0.1244 0.3364
H -0.6346 -4.6020 -3.7849 0.2306 0.1815 -0.0122
H -1.6433 -5.3004 -5.0335 0.1787 0.1930 -0.4092
C -5.3056 3.1652 -2.5741 0.0862 -1.6319 -0.8996
O -3.9870 3.4767 -2.9619 1.1479 0.1948 -0.3087
C -3.4996 2.7325 -4.1078 -0.6764 0.6271 -0.5650
C -2.0358 3.0057 -4.5878 -0.4365 0.8831 1.3635
O -1.6614 4.3986 -4.5389 0.4765 -0.2358 0.2454
C -2.3655 5.3763 -5.3062 -1.0069 0.0437 1.9023
C -1.7500 6.7979 -5.1271 0.9284 -0.7490 -0.6818
O -1.7252 7.3696 -3.7914 -0.9729 -2.7826 -1.4765
C -0.8576 8.4262 -3.6561 -0.1884 1.1070 0.3684
H -5.5334 3.3719 -1.5283 0.3108 0.7642 -0.2085
H -5.4328 2.0848 -2.6417 0.0278 -0.5363 0.1146
H -6.0490 3.5070 -3.2942 -0.1282 0.7609 0.1662
H -4.0989 3.0018 -4.9775 -0.5235 0.2426 -0.1148
H -3.7221 1.6758 -3.9597 0.5192 -0.3242 0.1415
H -1.8597 2.5599 -5.5668 -0.5368 0.1234 -0.3994
H -1.3181 2.4783 -3.9594 0.0395 0.3478 0.3451
H -3.3742 5.4793 -4.9060 -0.4358 -0.3481 -0.0016
H -2.4458 4.9922 -6.3230 0.2311 0.7417 -0.4475
H -2.1752 7.4954 -5.8487 -0.8168 0.1065 0.1654
H -0.7796 6.6501 -5.6011 0.9832 0.3469 0.8177
H -0.9011 8.7426 -2.6140 0.3056 -0.2979 0.1979
H -1.2778 9.2901 -4.1712 0.4630 0.2945 -0.6181
H 0.1641 8.1785 -3.9440 0.0483 0.1983 -0.1429
```
Forces are in eV/Å.

- Kohn-Sham gap: 0.312 Ha
- Maximum force: 0.0641 hartree/bohr
- Net charge: 0
- Molar mass: 1311.015 Da